# 1
{
  "formula": "CH7N2P",
  "method": "ωB97M-V/def2-TZVPD",
  "species": ["C", "N", "N", "P", "H", "H", "H", "H", "H", "H", "H"],
  "xyz": [[1.287, -0.147, -0.359], [-1.241, 1.049, 0.486], [-0.207, 1.097, 1.289], [-0.062, -1.232, -0.573], [2.146, -0.371, 0.148], [1.062, 0.988, -0.570], [-1.867, 0.211, 0.439], [-1.062, 1.441, -0.478], [-0.544, 0.545, 2.069], [0.841, -2.212, -0.477], [-0.353, -1.369, -1.974]],
  "total_charge": 0,
  "relative_energy_ev": 4.269,
  "homo_lumo_gap_ha": [0.2961, 0.3112]
}

# 2
{
  "formula": "C5H9NO",
  "method": "ωB97M-V/def2-TZVPD",
  "species": ["C", "C", "C", "C", "C", "N", "O", "H", "H", "H", "H", "H", "H", "H", "H", "H"],
  "xyz": [[0.794, 1.365, -0.291], [0.866, 0.569, 1.550], [0.042, 0.198, 0.270], [-1.447, 0.291, 0.386], [0.134, -1.520, -1.448], [1.515, 1.575, 0.745], [0.542, -1.050, -0.173], [0.843, 1.921, -1.195], [0.221, 0.804, 2.521], [1.723, -0.059, 1.700], [-1.683, -0.260, 1.247], [-1.871, -0.254, -0.450], [-1.726, 1.309, 0.287], [1.077, -1.708, -2.002], [-0.527, -0.743, -1.817], [-0.501, -2.436, -1.330]],
  "total_charge": 0,
  "relative_energy_ev": 3.751,
  "homo_lumo_gap_ha": 0.3732
}

# 3
{
  "formula": "C5H4O2",
  "method": "ωB97M-V/def2-TZVPD",
  "species": ["C", "C", "C", "C", "C", "O", "O", "H", "H", "H", "H"],
  "xyz": [[0.568, 0.780, 0.010], [1.916, 0.278, -0.029], [-0.482, 0.077, -0.264], [2.054, -2.123, 0.014], [-1.440, -0.758, -0.601], [2.056, -0.988, 0.017], [-2.049, -1.666, 0.346], [0.491, 1.942, 0.214], [2.812, 0.885, -0.128], [-1.854, -0.709, -1.618], [-1.421, -1.754, 1.061]],
  "total_charge": 0,
  "relative_energy_ev": 7.089,
  "homo_lumo_gap_ha": [0.2867, 0.2868]
}

Number 1: energy -13414.2141 eV, molecular weight 78.05 g/mol. Number 2: energy -8865.4614 eV, molecular weight 99.13 g/mol. Number 3: energy -9337.0927 eV, molecular weight 96.08 g/mol.